Molecular formula: C21H62BClN15O26P2S
Method: DFT, ωB97M-V/def2-TZVPD

Atoms and positions in Å:
Cl 2.535 1.092 -7.077
S -1.030 4.227 -0.781
P -0.123 2.790 0.220
P 2.326 -0.074 -1.733
O 0.091 -5.934 -2.278
O 3.657 0.830 -2.331
O -7.781 -6.283 4.856
O 8.314 2.706 1.825
O 0.927 -0.928 -1.059
O 3.353 -5.309 1.141
O 3.646 -3.221 0.681
O 11.848 -0.332 0.615
O -7.776 5.371 5.491
O 1.199 10.455 1.384
O -5.242 -6.125 0.177
O -5.914 4.480 6.107
O -2.350 7.640 2.994
O -3.633 -6.392 -4.964
O -5.703 -6.780 4.588
O -2.100 -5.217 -4.013
O 1.632 1.439 -1.138
O -2.420 7.061 -2.281
O -4.418 6.766 -3.040
O 1.562 -5.609 -3.820
O -4.374 7.718 2.286
O -0.429 0.361 2.159
O 9.794 -0.556 0.001
O 0.856 8.343 1.115
O -4.882 -4.004 0.124
O 6.393 3.225 0.997
N -3.260 -5.492 -4.236
N 0.907 9.347 1.791
N -3.214 6.599 -3.071
N 7.458 2.662 0.953
N -1.237 -2.912 -0.613
N -6.849 -7.059 4.874
N -5.155 -5.034 0.706
N 10.658 -0.392 0.839
N -3.234 -1.977 -1.532
N -3.211 7.386 2.171
N 3.161 -4.310 0.470
N -2.853 -1.701 0.741
N 3.258 -0.387 -0.247
N -6.563 5.317 5.515
N 0.609 -6.190 -3.344
C 0.006 -7.304 -4.124
C -7.147 -8.463 5.272
C -2.159 -1.765 -0.541
C -5.801 6.357 4.768
C 10.191 -0.235 2.245
C 0.883 -1.759 1.757
C 7.763 1.816 -0.233
C -2.641 5.734 -4.139
C 3.545 0.635 0.730
C 0.574 9.206 3.236
C 0.296 1.312 -0.800
C -1.454 -0.414 -0.822
C -5.400 -4.976 2.173
C 4.600 0.148 1.735
C 2.880 1.059 -5.303
C -2.799 6.617 0.967
C 2.228 -4.388 -0.691
C 2.325 -0.171 -4.593
C -0.008 -0.159 -0.348
C 1.408 0.142 -3.410
C -4.287 -4.654 -3.562
B 0.158 -0.479 1.218
H 3.931 1.510 0.210
H 2.790 -4.093 -1.573
H -1.451 -0.252 -1.903
H -5.293 -3.947 2.494
H -2.388 5.668 1.298
H -2.122 4.922 -3.635
H 2.649 0.935 1.313
H 2.853 -1.190 0.207
H -4.136 -4.735 -2.489
H -5.264 -5.014 -3.862
H -0.438 8.820 3.295
H -4.123 -3.628 -3.876
H -7.565 -8.430 6.273
H 0.328 -2.149 2.617
H 8.671 2.208 -0.680
H 11.061 -0.094 2.875
H 0.663 10.184 3.693
H 7.933 0.812 0.140
H -1.416 -3.456 -1.451
H -1.031 -7.035 -4.306
H -1.933 6.340 -4.696
H -5.186 5.848 4.033
H 6.922 1.848 -0.917
H 1.275 8.496 3.666
H -3.454 5.379 -4.761
H -0.313 1.519 -1.697
H 1.122 3.183 0.726
H 1.431 -3.665 -0.512
H 1.763 -0.744 -5.334
H -2.089 0.344 -0.354
H 1.015 1.160 -3.492
H -2.794 -1.987 -2.447
H 9.643 -1.136 2.502
H 3.153 -0.807 -4.271
H 1.895 -1.536 2.108
H -3.622 -2.361 0.716
H -6.405 -5.346 2.348
H 3.348 1.727 -2.496
H -0.879 2.407 1.324
H 3.959 1.143 -5.210
H 1.854 -5.399 -0.761
H 5.276 0.961 2.010
H -3.671 6.481 0.340
H -2.027 7.186 0.458
H -6.223 -9.027 5.236
H -5.173 6.873 5.487
H 2.437 1.973 -4.917
H 5.206 -0.606 1.229
H -7.883 -8.844 4.570
H 4.180 -0.298 2.637
H 0.934 -2.526 0.992
H 0.569 -0.556 -3.412
H 0.165 0.602 2.878
H -3.851 -1.171 -1.502
H 9.531 0.630 2.265
H 0.566 -7.412 -5.045
H -4.672 -5.624 2.648
H -2.230 -1.928 1.508
H -1.471 -3.539 0.149
H -6.507 7.026 4.295
H 2.833 -1.311 -2.232
H 0.062 -8.195 -3.506

E (eV): -140954.361
Highest occupied orbital energy (eV): -4.8
Gap between HOMO and LUMO (eV): 5.609
Net charge: -1

These are the Mulliken partial charges, in e, on atoms 1 to 5: atom 1 (Cl): -0.28, atom 2 (S): -0.43, atom 3 (P): 0.16, atom 4 (P): 0.73, atom 5 (O): -0.48